Here is an isolated molecule of C3H2N2O2 from the Open Molecules 2025 dataset. Energies are from the ωB97M-V functional and the def2-TZVPD basis.

Calculated values
Highest occupied orbital energy (eV): -10.13
SMILES string: O=CC(=O)N1C=N1
E_LUMO (Ha): -0.030

The geometry in ORCA input format:
```
! RIJCOSX wB97M-V def2-TZVPD def2/J DEFGRID3
* xyz 0 1
O -0.243 -1.545 -0.600
O -2.586 0.068 -0.771
H -1.854 0.913 0.924
C 1.857 0.315 -0.066
N 1.990 -0.659 0.679
C -0.384 -0.492 -0.043
H 2.313 0.930 -0.829
N 0.638 0.236 0.646
C -1.732 0.234 0.060
*
```

Per-atom Löwdin charges, elementary charge units:
1. O 0.137
2. O 0.101
3. H 0.124
4. C -0.169
5. N 0.227
6. C -0.420
7. H 0.133
8. N 0.030
9. C -0.162

Here is an isolated molecule of C5H8N2 from the Open Molecules 2025 dataset. Energies are from the ωB97M-V functional and the def2-TZVPD basis.

Calculated values
Highest occupied orbital energy (alpha / beta) (eV): -6.86 / -6.57
E_LUMO (alpha / beta) (Ha): 0.017 / 0.019

The geometry in ORCA input format:
```
! RIJCOSX wB97M-V def2-TZVPD def2/J DEFGRID3
* xyz 0 1
H 0.783 1.405 1.979
N 0.147 0.019 0.511
C -1.150 -0.182 0.737
C 0.919 -0.705 -0.545
C 1.067 0.752 1.168
H -1.488 0.100 1.731
C 2.183 0.083 -0.558
H -2.931 -0.727 -0.419
H 1.098 -1.691 -0.097
H 0.373 -0.848 -1.480
H -1.576 -0.092 -1.377
H 2.932 0.071 -1.339
H -2.514 0.992 -0.378
N 2.252 0.847 0.484
C -2.095 -0.024 -0.417
*
```

Per-atom Löwdin charges, elementary charge units:
1. H 0.115
2. N -0.127
3. C -0.168
4. C -0.093
5. C -0.159
6. H 0.101
7. C -0.168
8. H 0.065
9. H 0.139
10. H 0.113
11. H 0.058
12. H 0.097
13. H 0.074
14. N 0.050
15. C -0.098

Here is C34H49AsN5O5S2Ti as an isolated structure from the Open Molecules 2025 dataset. Energies are from the ωB97M-V functional and the def2-TZVPD basis.

Calculated values
Highest occupied orbital energy (alpha / beta) (eV): -7.76 / -10.44
E_LUMO (alpha / beta) (Ha): -0.088 / -0.087

The geometry in ORCA input format:
```
! RIJCOSX wB97M-V def2-TZVPD def2/J DEFGRID3
* xyz 1 3
C -1.027 2.664 4.220
O 2.819 -0.035 -0.797
C -0.956 -2.284 0.681
C 0.527 -5.277 0.329
H -4.124 -4.025 1.457
H -4.141 3.571 0.395
H 1.900 1.245 -4.232
H 7.283 3.436 1.405
C 1.389 -1.592 -4.092
H 4.410 3.858 4.597
C -0.688 -0.205 1.807
H 0.392 -0.202 -5.416
C -3.525 -3.476 2.210
C -2.424 0.962 -0.908
C -3.667 -2.655 -2.463
C -1.209 0.686 2.860
H 0.586 -6.186 -0.316
C 0.990 2.666 -2.933
O 0.347 0.232 1.140
H 1.273 -4.523 0.029
H -0.453 3.518 4.574
H -1.686 -5.487 0.294
H 0.064 3.247 -2.732
H -5.627 2.089 -0.353
C -3.138 1.480 4.140
H -1.064 -4.440 -0.946
H 1.911 -1.883 -5.060
O 1.425 2.071 -1.678
H -3.715 -2.394 2.073
H 4.463 0.344 2.850
O 0.097 0.429 -3.496
C 0.248 -0.666 -4.410
H -6.324 -4.375 -1.884
H -1.914 -4.915 2.329
H 6.033 0.600 1.974
C -2.398 2.575 4.536
C -3.537 1.679 -0.509
C -6.024 -2.304 -1.311
H 6.201 3.777 4.466
C 5.276 3.989 3.934
C -0.904 -4.739 0.093
H 5.957 4.619 0.932
H 6.094 3.027 0.084
H 5.303 5.034 3.599
H -1.481 -3.283 2.944
H -2.492 -0.023 -1.350
H 2.764 2.753 -0.306
H -3.918 -3.773 3.200
H 3.176 -2.033 -0.309
C 3.427 -1.341 -1.109
N -4.466 -3.696 -2.431
H 3.214 3.063 -2.031
C -0.420 1.694 3.446
N -3.880 -1.469 -1.956
H 0.659 1.752 3.288
H 2.642 -2.842 -2.515
As 4.910 2.837 2.342
S -0.222 -1.815 -0.968
C -3.299 2.975 0.037
H 4.084 -1.937 -3.054
H 0.691 -5.596 1.345
C 5.372 0.948 2.785
C 3.595 1.028 -1.445
C 6.225 3.568 1.054
H 4.520 -1.141 -0.960
H -2.899 3.366 5.081
Ti 0.511 0.353 -0.870
S 2.881 3.308 1.956
H 1.038 -2.532 -3.599
C 3.098 -1.853 -2.526
H -0.730 -1.187 -4.439
N -1.316 -3.560 0.908
H -6.991 -2.155 -0.821
C 0.848 1.566 -3.989
H 0.407 2.001 -4.884
C -4.962 1.264 -0.587
H 1.768 3.384 -3.224
H 4.589 1.112 -0.945
H 3.711 0.727 -2.489
C -2.521 0.513 3.371
C -0.962 2.721 -0.392
H -4.165 1.346 4.463
H -3.088 -0.395 3.076
C -5.666 -3.500 -1.896
H -6.624 0.036 -0.808
C -1.999 3.445 0.130
C -5.545 0.065 -0.886
C -2.073 -3.825 2.174
C -5.075 -1.263 -1.361
N -1.155 1.479 -0.921
H -2.670 -2.778 -2.895
N -1.259 -1.369 1.577
H -1.820 4.436 0.554
H 0.086 3.095 -0.398
O 2.316 -0.945 -3.248
H 5.907 0.987 3.730
C 2.819 2.351 -1.320
*
```

Per-atom Löwdin charges, elementary charge units:
1. C -0.069
2. O -0.236
3. C -0.547
4. C -0.063
5. H 0.079
6. H 0.122
7. H 0.144
8. H 0.053
9. C -0.195
10. H 0.024
11. C -0.385
12. H 0.133
13. C -0.084
14. C -0.036
15. C -0.233
16. C -0.128
17. H 0.089
18. C -0.113
19. O -0.154
20. H 0.059
21. H 0.107
22. H 0.120
23. H 0.135
24. H 0.104
25. C -0.091
26. H 0.080
27. H 0.154
28. O -0.310
29. H 0.059
30. H 0.032
31. O -0.182
32. C -0.164
33. H 0.117
34. H 0.123
35. H 0.029
36. C -0.079
37. C -0.159
38. C -0.008
39. H 0.027
40. C -0.276
41. C -0.223
42. H 0.030
43. H 0.022
44. H 0.034
45. H 0.124
46. H 0.067
47. H -0.019
48. H 0.087
49. H 0.122
50. C -0.117
51. N 0.087
52. H 0.126
53. C -0.028
54. N 0.124
55. H 0.076
56. H 0.116
57. As 0.697
58. S 0.690
59. C 0.007
60. H 0.142
61. H 0.064
62. C -0.226
63. C -0.119
64. C -0.259
65. H 0.129
66. H 0.103
67. Ti 0.622
68. S 0.120
69. H 0.112
70. C -0.186
71. H 0.139
72. N -0.100
73. H 0.117
74. C -0.142
75. H 0.135
76. C -0.011
77. H 0.132
78. H 0.131
79. H 0.124
80. C -0.020
81. C -0.111
82. H 0.107
83. H 0.107
84. C -0.125
85. H 0.098
86. C -0.040
87. C -0.011
88. C -0.215
89. C -0.236
90. N -0.051
91. H 0.099
92. N 0.112
93. H 0.121
94. H 0.130
95. O -0.189
96. H 0.026
97. C -0.128

Here is an isolated molecule of C25H26N4O3S from the Open Molecules 2025 dataset. Energies are from the ωB97M-V functional and the def2-TZVPD basis.

Calculated values
Highest occupied orbital energy (eV): -8.21
SMILES string: COc1ccc(C(=O)CSc2nnc(CNc3ccc(C)cc3C)n2Cc2ccco2)cc1
E_LUMO (Ha): 0.015

The geometry in ORCA input format:
```
! RIJCOSX wB97M-V def2-TZVPD def2/J DEFGRID3
* xyz 0 1
C 1.207 -0.430 -2.964
O 2.423 1.546 -2.197
C 2.844 2.111 -1.057
C 0.298 3.845 1.100
H -2.551 -1.635 2.181
C -1.582 -2.039 1.926
H -0.198 -3.292 -3.065
N -0.233 -0.454 -2.869
O -1.792 5.324 -2.227
H 0.994 4.433 1.678
H -0.225 -1.817 4.943
H 1.561 -1.461 -2.905
C -1.151 3.555 -0.803
C -1.484 2.286 -0.334
H -0.743 0.789 3.473
H -2.780 2.446 -2.916
H -1.207 0.802 1.160
H 1.493 0.012 -3.924
C -1.073 0.608 -3.048
O 0.596 2.170 2.693
C -1.676 4.131 -2.054
H 2.846 -3.768 1.779
C 0.545 -2.897 2.556
H -2.272 3.715 -4.073
H -1.972 -1.926 -0.162
C -0.023 -2.740 0.225
H 3.367 3.043 -1.136
C -1.999 3.159 -3.176
C 0.900 -3.077 1.231
C 2.504 1.346 0.014
H 1.049 -3.609 -1.238
C -0.643 -2.856 -2.165
C 2.254 -3.625 0.879
C -0.264 4.334 -0.052
H 2.168 -4.591 0.378
H 0.915 0.807 4.120
C -1.051 -2.247 4.380
C -1.072 -1.462 -2.471
H 1.391 -0.591 0.033
H 2.790 -2.942 0.219
C 1.800 0.396 -1.866
C -0.928 1.790 0.829
H 2.714 1.548 1.044
H 1.255 -3.166 3.327
C 0.315 0.892 3.216
H -0.020 5.323 -0.409
C -0.021 2.561 1.553
C 1.816 0.226 -0.512
H -1.550 -3.425 -1.917
H -1.272 -3.226 4.807
H -2.207 1.680 -0.858
N 0.350 -2.892 -1.109
N -2.308 0.265 -2.789
S -0.516 2.168 -3.561
N -2.298 -1.027 -2.430
C -0.694 -2.388 2.930
H 0.594 0.098 2.517
H -1.928 -1.618 4.505
C -1.256 -2.208 0.592
*
```

Per-atom Löwdin charges, elementary charge units:
1. C -0.056
2. O 0.025
3. C -0.103
4. C 0.002
5. H 0.115
6. C -0.055
7. H 0.131
8. N 0.014
9. O 0.093
10. H 0.121
11. H 0.075
12. H 0.127
13. C -0.185
14. C -0.016
15. H 0.099
16. H 0.072
17. H 0.095
18. H 0.135
19. C -0.622
20. O -0.083
21. C -0.431
22. H 0.078
23. C -0.018
24. H 0.087
25. H 0.090
26. C -0.244
27. H 0.125
28. C -0.336
29. C -0.224
30. C -0.050
31. H 0.114
32. C -0.117
33. C -0.044
34. C -0.004
35. H 0.083
36. H 0.099
37. C -0.056
38. C -0.309
39. H 0.092
40. H 0.079
41. C -0.269
42. C 0.002
43. H 0.106
44. H 0.120
45. C -0.074
46. H 0.121
47. C -0.288
48. C -0.001
49. H 0.132
50. H 0.082
51. H 0.100
52. N 0.023
53. N 0.010
54. S 1.038
55. N 0.068
56. C -0.306
57. H 0.081
58. H 0.075
59. C -0.016

Here is an isolated molecule of C5H8O2 from the Open Molecules 2025 dataset. Energies are from the ωB97M-V functional and the def2-TZVPD basis.

Calculated values
Highest occupied orbital energy (alpha / beta) (eV): -7.91 / -7.49
E_LUMO (alpha / beta) (Ha): 0.020 / 0.004

The geometry in ORCA input format:
```
! RIJCOSX wB97M-V def2-TZVPD def2/J DEFGRID3
* xyz 0 1
C 0.465 0.187 0.842
H -0.366 1.732 -1.071
H -2.462 -0.219 1.038
C 1.336 0.282 -1.304
H 0.238 -0.439 1.709
C -1.874 -0.680 0.220
C 1.655 -0.318 0.048
H 2.646 -0.132 0.474
O 2.120 0.612 -2.142
H -2.562 -0.808 -0.619
C -0.700 0.218 -0.138
H 0.657 1.213 1.181
H 1.551 -1.387 -0.190
H -1.543 -1.655 0.587
O -1.160 1.396 -0.634
*
```

Per-atom Löwdin charges, elementary charge units:
1. C -0.178
2. H 0.090
3. H 0.097
4. C -0.199
5. H 0.114
6. C -0.036
7. C -0.160
8. H 0.116
9. O 0.091
10. H 0.080
11. C -0.364
12. H 0.125
13. H 0.129
14. H 0.079
15. O 0.016

Here is an isolated molecule of C3H4O2 from the Open Molecules 2025 dataset. Energies are from the ωB97M-V functional and the def2-TZVPD basis.

Calculated values
Highest occupied orbital energy (eV): -9.61
SMILES string: C=C(O)C=O
E_LUMO (Ha): 0.012

The geometry in ORCA input format:
```
! RIJCOSX wB97M-V def2-TZVPD def2/J DEFGRID3
* xyz 0 1
H 2.039 -0.296 -0.097
C 0.007 0.349 0.096
C -1.431 0.008 -0.161
O -1.841 -1.130 -0.159
H -2.089 0.887 -0.357
H 1.072 1.804 0.746
C 0.981 -0.490 -0.257
H 0.704 -1.409 -0.756
O 0.136 1.577 0.665
*
```

Per-atom Löwdin charges, elementary charge units:
1. H 0.070
2. C -0.380
3. C -0.200
4. O 0.066
5. H 0.134
6. H 0.114
7. C 0.086
8. H 0.071
9. O 0.040

What relative energy (zero: lowest compared OMol25 entry of this formula, charge and spin) values result from the calculations? In sequence: 3.788; 3.055; 0.000; 2.287; 3.572; 1.137 eV.
What DFT total energy values result from the calculations? In sequence: -375.372314; -304.723209; -5856.336682; -1811.176019; -345.673675; -267.150989 Ha.
What maximum force values result from the calculations? In sequence: 0.7; 0.7; 3.4; 1.3; 1.5; 0.8 eV/Å.